Formula: C36H29GeHgN4O4
Source: the Open Molecules 2025 dataset
Level of theory: wB97M-V/def2-TZVPD

The geometry in XYZ format:
```
75
C36H29GeHgN4O4, DFT wB97M-V/def2-TZVPD
H -0.648 1.413 -0.913
H -3.881 0.932 -4.868
C 1.367 4.323 -0.921
O 0.615 -4.513 2.206
H 1.842 3.448 2.308
C -2.741 -3.322 -0.569
H -4.403 -0.948 -3.745
C 2.261 -0.441 2.017
C 2.959 -0.002 -2.215
H 1.292 7.344 0.617
H 1.264 3.891 -1.912
C 1.367 6.269 0.495
Ge 1.634 1.517 -0.047
H -6.051 -3.889 -0.783
C 1.609 3.484 0.172
C -3.617 -2.081 -2.270
C 2.873 1.251 -1.602
H -3.999 -1.233 3.172
C -0.340 0.425 -3.614
H 3.686 3.244 -1.633
C 3.840 1.363 1.881
C -1.879 1.706 -4.881
N -3.512 -1.164 -3.334
C 4.645 0.781 -3.747
C 1.690 4.075 1.436
C -0.582 1.524 -4.419
C -2.508 -0.266 -3.690
H -0.428 -4.402 4.442
O -0.072 -2.945 0.781
C -3.221 -1.933 3.433
H 0.215 2.214 -4.660
C -3.269 -2.542 4.703
N -4.318 -2.290 5.565
C 4.606 0.771 2.879
C -0.181 0.939 -0.032
C -3.968 -3.875 -0.251
H 0.651 0.237 -3.216
H 4.168 2.303 1.446
O -5.272 -1.520 5.182
O -4.323 -2.842 6.727
C -1.178 -3.142 2.896
C 2.658 0.767 1.437
H -5.733 -2.282 -2.644
H -2.159 -1.746 1.595
N -1.279 -0.459 -3.267
C 3.031 -1.044 3.007
Hg -0.203 -1.101 -0.552
C 3.710 2.261 -2.090
C -2.859 0.811 -4.527
H -2.263 -3.865 6.056
H 5.516 1.252 3.221
C -4.896 -2.598 -2.033
H 1.059 6.329 -1.631
C 4.582 2.033 -3.152
C -5.065 -3.497 -1.003
C -2.189 -2.233 2.562
C -2.228 -3.423 5.071
C 3.832 -0.241 -3.270
H -4.051 -4.554 0.586
H 1.335 -0.917 1.717
C -0.121 -3.564 1.922
H -2.127 2.558 -5.504
H 5.214 2.836 -3.515
C 1.572 5.452 1.598
H 2.327 -0.810 -1.858
H 1.629 5.886 2.590
H 4.800 -0.899 4.214
C -1.218 -3.710 4.177
N -2.558 -2.431 -1.565
C 1.251 5.700 -0.768
H 3.876 -1.226 -3.722
H -1.858 -3.571 0.011
C 4.202 -0.436 3.438
H 2.699 -1.981 3.437
H 5.322 0.600 -4.574
```

Summary:
Charge ... -2
Energy above the lowest of the compared OMol25 structures with the same formula, charge and spin ... 76.8 kJ/mol
Kohn-Sham gap (spin up / spin down) ... 3.636 / 6.129 eV
2S+1 ... 2
Calculated total energy ... -4139.45786 a.u.
E_LUMO (spin up / spin down) ... 3.8394 / 3.8393 eV

Results of the Löwdin charge analysis, in e, for atoms 1 through 6: -0.1362, 0.0986, -0.1280, -0.0185, 0.0980, -0.1227


Formula: C36H29GeN3O3Tc
Source: the Open Molecules 2025 dataset
Level of theory: wB97M-V/def2-TZVPD

The geometry in XYZ format:
```
73
C36H29GeN3O3Tc, DFT wB97M-V/def2-TZVPD
C 0.461 -3.256 1.885
C -2.082 -4.178 2.525
H -3.542 0.526 -1.444
H 3.578 2.252 -4.624
O 1.900 1.665 -2.800
H -3.073 -4.533 2.780
H 1.461 -2.914 1.643
C 0.253 2.817 -4.086
O 0.871 -0.693 -2.065
C 0.241 -4.613 2.087
C 1.449 -2.952 -1.868
C -1.893 -1.335 -1.236
C 2.583 2.634 -4.807
N 1.261 2.441 -0.124
H -2.183 -3.917 -0.992
H 0.768 4.467 -7.033
C -2.231 0.326 3.830
H -0.471 -5.676 -1.210
H -1.194 -6.130 2.589
H 1.415 0.494 4.178
H 3.072 3.602 -6.616
H -2.878 -1.561 -1.635
C 2.120 0.310 3.374
H -3.198 1.047 0.219
H 2.452 -2.662 -2.154
C 4.393 0.304 2.579
C -0.819 -2.300 -1.374
O 2.639 4.082 0.889
C -1.158 -3.655 -1.233
C -2.766 0.873 -0.766
H -3.646 3.314 4.577
C -2.107 2.169 -1.260
H -2.700 -2.137 2.405
C 3.475 0.526 3.596
H -2.260 -0.707 4.155
H -1.830 2.784 -0.406
C 1.667 -0.118 2.128
H 4.673 -0.328 0.542
H 1.866 -5.039 -1.769
C 2.604 -0.350 1.118
H 3.813 0.874 4.564
H -2.083 4.052 2.808
Ge -0.201 -0.460 1.832
H 2.294 -0.731 0.146
C -0.823 2.610 -3.234
C -0.011 3.587 -5.270
H -0.616 2.412 1.692
C 1.986 3.263 0.377
H -1.022 3.942 -5.440
C -2.135 3.006 3.084
H -3.722 0.939 5.247
C 3.960 -0.140 1.335
N -1.758 -0.197 -0.657
C -0.587 -2.341 2.007
H -1.762 3.055 -3.562
H 1.066 -5.310 2.002
C 1.584 2.336 -3.839
C -0.205 -4.638 -1.351
C 0.970 3.874 -6.152
C -3.009 2.591 4.081
C -1.862 -2.820 2.326
N -0.893 1.970 -2.066
H -2.850 2.719 -1.839
H 5.447 0.475 2.754
C -1.363 0.724 2.813
C -1.316 2.078 2.454
Tc 0.619 1.019 -1.266
C -0.498 0.190 -0.017
C 0.497 -1.950 -1.732
C -3.053 1.257 4.458
C 2.286 3.379 -5.904
C -1.028 -5.074 2.414
C 1.107 -4.274 -1.663
```

Summary:
Charge ... +1
Energy above the lowest of the compared OMol25 structures with the same formula, charge and spin ... 125.4 kJ/mol
Kohn-Sham gap (spin up / spin down) ... 6.593 / 6.599 eV
Calculated total energy ... -3936.70358 a.u.
E_LUMO (spin up / spin down) ... -4.2788 / -4.2781 eV

Results of the Löwdin charge analysis, in e, for atoms 1 through 6: -0.1007, -0.0780, 0.1306, 0.1240, -0.1491, 0.1075


Formula: C36H30As3F18HgN6O12
Source: the Open Molecules 2025 dataset
Level of theory: wB97M-V/def2-TZVPD

The geometry in XYZ format:
```
106
C36H30As3F18HgN6O12, DFT wB97M-V/def2-TZVPD
C 21.597 -6.755 -6.462
F 24.879 -2.485 -4.097
C 27.623 2.753 -0.913
C 17.164 -1.168 -4.251
C 27.162 2.168 -3.201
H 19.119 0.278 -2.415
O 25.218 1.188 -4.982
C 28.037 -4.491 1.540
F 27.072 -1.933 -4.911
N 19.733 -2.830 -2.121
F 20.503 0.142 -6.074
F 21.130 0.202 2.082
H 16.912 1.317 -2.253
As 21.764 -0.921 -6.845
C 26.796 -2.891 -0.291
F 22.089 -1.377 -1.010
N 21.590 1.471 -2.898
N 23.814 -5.058 -1.762
C 20.187 2.144 -2.787
H 22.584 -6.993 -6.830
C 26.043 -3.287 0.850
O 24.885 -4.978 -1.218
As 21.625 -0.548 0.509
H 15.213 -0.563 -3.691
H 16.969 -0.714 -5.211
C 19.371 -7.406 -6.052
F 25.012 -4.809 -4.707
N 25.180 0.911 -3.801
O 22.339 -3.749 -4.747
C 21.850 -8.776 -1.770
F 25.476 -3.003 -6.541
H 25.036 -2.928 1.007
O 19.814 -3.507 -1.056
H 20.718 -8.594 -7.173
H 21.581 -5.655 -3.056
C 18.499 -2.276 -2.614
C 28.140 -3.256 -0.501
O 27.042 -1.277 -1.927
Hg 22.949 -1.824 -3.096
F 19.919 -0.347 -0.135
C 28.759 -4.035 0.491
F 21.259 -2.175 1.203
C 20.065 3.539 -2.834
C 26.327 2.446 -0.504
C 18.377 -1.748 -3.892
H 24.484 1.437 -1.203
H 27.581 2.006 -4.183
O 24.461 -0.024 -3.396
C 19.064 -6.180 -5.582
C 23.155 -6.368 -1.910
H 23.361 -9.443 -0.426
H 26.157 -4.307 2.691
C 19.074 1.341 -2.600
C 26.687 -4.069 1.781
F 22.087 1.063 -0.148
H 21.287 -9.692 -1.676
H 18.016 -5.975 -5.417
H 26.105 2.540 0.549
H 18.609 -8.102 -6.369
C 25.449 1.845 -1.466
C 28.019 2.703 -2.255
C 25.908 1.661 -2.795
H 17.274 -2.670 -0.735
C 17.810 1.898 -2.396
C 22.991 -8.631 -1.034
O 25.005 -1.734 -1.380
F 27.414 -4.414 -5.739
F 22.959 -2.105 -7.595
H 20.329 -7.680 -3.025
H 18.637 5.130 -2.934
O 21.759 0.268 -3.038
F 20.581 -2.147 -6.631
C 16.132 -1.022 -3.358
N 26.218 -1.864 -1.226
F 22.850 0.503 -6.983
C 18.805 4.077 -2.762
F 21.120 -0.485 -8.499
H 29.809 -4.267 0.389
H 20.940 4.168 -2.912
C 16.191 -1.556 -2.091
C 20.018 -5.217 -5.417
H 15.360 -1.386 -1.423
O 20.780 -2.664 -2.775
C 23.685 -7.405 -1.167
C 17.388 -2.267 -1.731
N 22.404 -4.589 -5.659
H 24.565 -7.371 -0.543
H 28.320 3.143 -0.187
As 26.159 -3.469 -4.892
F 22.461 -1.345 -5.237
C 22.000 -6.534 -2.589
F 26.919 -3.808 -3.305
O 22.538 2.221 -2.843
C 21.311 -7.743 -2.580
O 23.202 -4.461 -6.638
C 17.648 3.255 -2.654
H 19.733 -4.233 -5.075
H 16.661 3.693 -2.623
C 21.334 -5.546 -5.841
O 23.314 -4.028 -2.262
H 19.044 -1.880 -4.731
H 28.673 -2.932 -1.382
F 23.367 -0.662 1.102
H 29.043 2.995 -2.438
H 28.634 -5.076 2.223
C 20.585 -7.682 -6.610
```

Summary:
Charge ... -1
Energy above the lowest of the compared OMol25 structures with the same formula, charge and spin ... 406.6 kJ/mol
Kohn-Sham gap ... 8.127 eV
Calculated total energy ... -11279.34383 a.u.
E_LUMO ... 0.4800 eV

Results of the Löwdin charge analysis, in e, for atoms 1 through 6: 0.0085, -0.3302, -0.0949, -0.0610, 0.0041, 0.0873


Which of these has the lowest calculated total energy?
C36H30As3F18HgN6O12